Record 1
Below is C5H6O in the gas phase, with properties calculated with wB97M-V/def2-TZVPD.

Summary:
structure (SMILES) = C#CCCC=O
charge = 0
2S+1 = 1
M = 82.10 g/mol
relative energy (zero: lowest compared OMol25 entry of this formula, charge and spin) = 42.4 kcal per mole
Kohn-Sham gap = 0.401 Eh

Last column: Mulliken charge in e.
Element x y z (Å)
C1 1.3997 -0.0530 -0.2865  -0.438
C2 2.3648 -0.6118 0.1680  0.096
H1 -1.5978 1.4033 0.3396  0.311
H2 -1.8897 -0.8718 1.7057  0.345
O1 -1.6250 -1.4985 -0.1887  -0.475
H3 -0.2848 0.9362 1.4152  0.350
H4 -0.3021 0.1023 -1.5277  0.276
C3 0.1673 0.6312 -0.6912  -0.590
H5 0.3949 1.6490 -1.0259  0.299
C4 -0.8055 0.6565 0.4926  -0.653
H6 3.2170 -1.1124 0.5713  0.395
C5 -1.4883 -0.6806 0.6888  0.083

Force components x, y, z for each atom (eV/Å):
C 0.415 -0.237 0.213
C -0.366 0.213 -0.199
H 0.063 -0.125 0.000
H -0.008 0.010 -0.117
O 0.070 0.338 0.422
H -0.115 -0.039 -0.105
H 0.114 0.072 0.109
C 0.018 0.028 -0.044
H -0.001 -0.156 0.083
C -0.001 0.017 0.006
H -0.120 0.082 -0.122
C -0.069 -0.202 -0.245

=====

Record 2
Below is 17 unconnected molecules or ions with the total composition C27H22Cl64O3S in a non-equilibrium geometry, with properties calculated with wB97M-V/def2-TZVPD.

Summary:
charge = 0
2S+1 = 1
M = 2695.53 g/mol
Kohn-Sham gap = 0.396 Eh

Last column: Mulliken charge in e.
Element x y z (Å)
C1 -10.4070 0.5881 -5.4939  0.270
C2 3.3003 -2.8484 2.5647  0.259
Cl1 12.1021 4.9945 5.6821  -0.106
C3 -0.6240 -4.2231 0.4061  0.399
O1 -7.6129 -4.5950 -2.3775  -0.669
Cl2 -14.6382 2.7301 -7.3354  -0.096
H1 -4.2186 -1.4038 -2.2601  0.349
Cl3 -9.4237 0.8957 -4.0633  0.013
C4 -5.4379 -2.5968 0.6322  -0.212
H2 -1.3984 -7.6397 0.5897  0.395
Cl4 -11.8692 2.8291 5.4045  -0.091
H3 -1.4740 -5.5672 1.8766  0.317
Cl5 0.8179 -1.7646 -3.6826  -0.113
Cl6 12.7019 -0.7907 3.0818  -0.064
Cl7 -4.4878 10.1162 -3.2981  -0.097
H4 -2.2696 -6.4016 -0.3155  0.177
H5 -4.9862 -4.6263 1.2603  0.255
H6 -2.6839 -3.8408 0.7178  -0.372
Cl8 -2.0222 2.5017 -0.5772  -0.077
Cl9 7.5647 7.4242 -6.5121  -0.097
Cl10 8.2034 6.4699 -3.8707  -0.034
S1 -6.4152 -4.5174 -1.5810  1.225
Cl11 7.1947 3.3401 -4.8454  -0.085
Cl12 -5.6277 7.4769 -3.0610  -0.078
Cl13 -12.7881 1.5290 3.0010  -0.087
Cl14 2.9991 -3.6110 -3.2791  -0.121
Cl15 -10.5407 0.4499 4.4637  -0.101
Cl16 10.1572 -1.3663 -3.2267  -0.072
O2 -5.8730 -3.0235 -1.7116  -0.546
Cl17 5.1539 2.7515 2.3352  -0.116
Cl18 10.3940 -3.5436 4.0846  -0.091
Cl19 -8.1318 -0.8815 -0.7101  0.057
C5 2.3865 -1.9974 -2.9019  0.202
Cl20 -13.3134 0.3147 -8.1696  -0.053
C6 9.3978 -2.0778 -4.6537  0.303
Cl21 -10.8238 -0.0280 -1.2065  -0.036
Cl22 -3.2289 8.1475 -1.6097  -0.099
C7 -4.7771 8.7636 -2.2024  0.361
H7 -2.3842 -1.2633 0.7991  0.459
Cl23 8.0802 -5.0298 3.2050  -0.099
Cl24 -12.0164 0.0541 -4.9908  -0.078
C8 -12.1033 1.2729 4.6059  0.367
Cl25 7.9156 2.1350 2.9132  -0.025
H8 -7.8084 -4.0833 0.2101  0.317
Cl26 10.2583 6.6077 -5.8852  -0.098
C9 -2.4146 -1.9779 -1.2135  -0.797
Cl27 9.9320 4.6902 7.5440  -0.055
Cl28 -13.1993 0.2748 5.5636  -0.091
Cl29 9.6828 3.5760 4.8985  -0.011
H9 -0.6184 -6.8216 -0.7815  0.326
H10 -4.1957 -3.6709 -0.7202  0.642
Cl30 11.9767 7.0439 9.1932  -0.060
Cl31 5.8855 0.1374 3.3209  -0.036
C10 -6.8557 -4.6146 0.1435  -0.625
Cl32 -5.7531 9.3070 -0.8356  -0.094
Cl33 7.8720 -2.1941 3.6738  0.070
H11 0.1847 -5.9619 1.4756  0.302
Cl34 -10.5466 2.0720 -6.4434  -0.094
Cl35 3.5292 -0.7805 -3.4777  0.011
C11 6.3140 2.4515 -3.6029  0.267
Cl36 9.3543 -0.8844 -5.9542  -0.081
Cl37 -4.8570 2.5853 -0.0431  -0.068
Cl38 -9.6554 -0.6725 -6.4745  -0.096
C12 -1.7770 -1.9452 0.1890  -0.848
Cl39 9.6452 6.4339 5.2649  -0.106
H12 0.3460 -3.8271 0.7104  -0.497
H13 -6.3543 -2.0031 0.5673  -0.013
C13 8.6382 -3.6902 4.2126  0.249
H14 -1.6822 -3.1795 1.9834  0.370
C14 -3.9049 -1.6252 -1.2358  -1.472
Cl40 1.7816 -1.9820 2.8433  -0.088
C15 -14.8699 1.1332 -8.0561  0.344
Cl41 11.9441 1.8340 4.0126  0.060
C16 8.8038 7.3866 -5.2532  0.326
H15 -1.9076 -1.2447 -1.8475  0.306
H16 -6.3931 -3.8650 2.0837  0.424
C17 -1.7441 -3.3023 0.8971  -0.199
Cl42 9.1879 9.0363 -4.7540  -0.104
C18 -1.2852 -6.6839 0.0718  -1.178
Cl43 6.6030 3.2113 -2.0329  -0.086
C19 11.8470 6.2089 10.7414  0.334
H17 -0.7796 -1.4989 0.1500  0.423
Cl44 10.3214 -3.4884 -5.1752  -0.109
Cl45 12.3452 4.5254 10.5429  -0.087
H18 -7.0468 -5.6698 0.3410  0.467
Cl46 -9.6807 0.3060 1.4277  -0.017
Cl47 -3.5025 4.9345 -1.0224  -0.025
Cl48 2.9491 -4.4645 1.9444  -0.103
Cl49 10.1696 6.2616 11.2956  -0.095
Cl50 -15.5718 1.3092 -9.6672  -0.102
H19 -4.0995 -0.7256 -0.6457  0.314
C20 -0.7624 -5.6241 1.0457  -0.541
C21 -5.8622 -3.9872 1.1380  -0.797
Cl51 6.6072 0.9255 0.6436  -0.002
Cl52 4.5866 2.4771 -3.9753  -0.103
Cl53 8.1947 -3.9979 5.8959  -0.107
C22 6.3873 1.4898 2.3044  0.178
C23 -9.3512 0.3393 -0.3082  -0.008
C24 -4.8062 -2.7627 -0.7413  0.650
Cl54 2.2166 -1.8273 -1.1551  0.042
Cl55 6.8700 0.7761 -3.5515  0.030
H20 -4.7139 -2.1353 1.3065  0.389
Cl56 -8.7801 1.9526 -0.7547  -0.064
Cl57 4.1866 -2.9814 4.0845  -0.076
O3 -5.3645 -5.4634 -1.8578  -0.630
Cl58 -15.9597 0.1839 -7.0390  -0.101
Cl59 14.0960 1.5416 2.1112  -0.108
Cl60 4.2332 -1.9683 1.3565  -0.035
Cl61 12.8871 6.9959 11.9310  -0.107
Cl62 7.7477 -2.5695 -4.2529  -0.065
C25 -3.5693 3.1728 -1.1017  0.261
H21 -0.6368 -4.2979 -0.6839  0.433
C26 13.2993 0.8162 3.5113  0.233
H22 -2.2671 -2.9456 -1.7042  0.579
Cl63 -3.9018 2.6683 -2.7606  -0.110
Cl64 14.4542 0.6816 4.8416  -0.110
C27 10.3485 4.9230 5.8480  0.255

Force components x, y, z for each atom (eV/Å):
C -0.013 -0.014 0.023
C -0.119 -0.013 -0.133
Cl -0.009 -0.053 -0.039
C -0.003 -0.349 0.811
O 0.726 0.366 0.606
Cl 0.000 0.010 0.006
H 0.092 0.007 0.033
Cl 0.140 0.080 -0.197
C -0.084 -0.709 -0.040
H 0.011 -0.017 -0.153
Cl 0.004 0.004 0.002
H 0.135 0.054 0.068
Cl 0.017 -0.003 0.010
Cl -0.003 0.014 -0.004
Cl 0.002 0.000 0.001
H 0.065 -0.008 -0.027
H -0.060 -0.030 0.143
H -0.048 0.149 0.061
Cl 0.023 -0.065 0.002
Cl -0.005 -0.002 -0.008
Cl 0.033 0.108 0.064
S -0.675 -0.905 -0.948
Cl -0.015 -0.146 -0.073
Cl 0.001 -0.003 0.000
Cl 0.012 -0.007 0.001
Cl -0.010 -0.004 0.001
Cl -0.042 0.002 0.157
Cl 0.000 0.005 0.005
O -0.063 -0.268 0.259
Cl 0.013 -0.007 0.013
Cl -0.013 -0.005 0.011
Cl -0.101 0.247 -0.145
C -0.001 0.024 -0.010
Cl -0.032 -0.039 -0.178
C 0.013 0.023 -0.001
Cl -0.160 -0.026 0.238
Cl 0.044 0.102 -0.001
C -0.029 -0.017 -0.006
H 0.145 0.077 -0.043
Cl 0.003 -0.001 -0.003
Cl 0.028 0.010 0.129
C -0.018 0.007 0.004
Cl -0.148 -0.076 -0.239
H 0.004 -0.032 -0.099
Cl 0.007 -0.004 -0.004
C 0.162 0.418 -0.080
Cl -0.092 -0.089 0.002
Cl 0.000 -0.004 0.005
Cl -0.012 0.405 0.358
H 0.019 0.003 0.053
H -0.021 0.028 -0.095
Cl 0.079 0.099 0.011
Cl -0.095 0.309 0.129
C -0.237 0.274 0.299
Cl 0.001 -0.002 0.002
Cl 0.150 -0.134 0.026
H -0.008 0.075 -0.068
Cl -0.008 0.005 0.005
Cl -0.018 -0.028 -0.058
C 0.024 0.038 -0.014
Cl 0.001 -0.002 -0.003
Cl -0.028 -0.041 0.013
Cl -0.006 0.004 -0.015
C -0.586 0.024 0.198
Cl -0.016 0.012 -0.001
H -0.004 0.296 -0.205
H 0.473 0.304 0.058
C -0.019 -0.010 -0.026
H 0.165 0.029 -0.063
C -0.561 -0.214 -0.191
Cl -0.056 -0.012 0.029
C 0.020 0.013 0.030
Cl 0.278 -0.237 -0.114
C -0.004 -0.001 0.003
H 0.020 -0.031 0.033
H 0.178 -0.278 0.090
C 0.109 -0.134 -0.452
Cl -0.001 -0.005 -0.003
C -0.104 0.068 0.225
Cl -0.054 0.044 -0.047
C -0.007 -0.023 -0.020
H 0.052 -0.187 -0.013
Cl -0.003 0.001 0.004
Cl 0.005 -0.008 0.001
H 0.077 0.016 -0.086
Cl 0.045 -0.023 -0.180
Cl -0.024 -0.080 -0.024
Cl -0.011 -0.069 0.044
Cl -0.012 -0.006 0.000
Cl 0.000 0.000 0.005
H 0.060 0.062 -0.028
C -0.190 -0.142 -0.391
C -0.107 0.354 -0.473
Cl 0.001 -0.050 0.049
Cl 0.010 0.065 0.038
Cl 0.003 -0.005 0.005
C 0.023 -0.078 -0.030
C -0.079 -0.104 -0.032
C 0.624 0.087 0.175
Cl -0.163 -0.029 -0.082
Cl 0.020 -0.023 0.008
H -0.141 0.037 0.041
Cl 0.103 -0.071 -0.018
Cl 0.068 0.052 -0.053
O -0.088 0.604 0.359
Cl -0.006 -0.002 0.006
Cl -0.002 -0.001 0.003
Cl 0.187 -0.110 0.157
Cl -0.007 -0.001 -0.001
Cl -0.042 -0.012 0.009
C -0.021 0.028 0.024
H 0.040 0.021 -0.008
C -0.029 -0.011 -0.011
H 0.034 -0.014 0.077
Cl 0.003 -0.022 -0.009
Cl -0.003 -0.004 -0.003
C -0.036 0.039 0.023

=====

Record 3
Below is a molecular structure, C2H5NO3 in a non-equilibrium geometry, with properties calculated with wB97M-V/def2-TZVPD.

Summary:
charge = 0
2S+1 = 1
M = 91.07 g/mol
relative energy (zero: lowest compared OMol25 entry of this formula, charge and spin) = 147.3 kcal per mole
Kohn-Sham gap = 0.290 Eh

Last column: Mulliken charge in e.
Element x y z (Å)
O1 -0.9741 -1.8472 0.6505  -0.357
C1 -0.6659 -0.8063 0.2103  0.517
H1 2.0492 1.3561 0.9131  0.361
H2 -1.7265 0.9164 0.6939  0.296
H3 -0.3959 1.2113 -0.4457  0.324
O2 1.6381 0.9948 0.1155  -0.428
O3 1.4305 -1.1387 -0.4961  -0.271
H4 -1.8982 0.3929 -0.9984  0.307
H5 0.5263 -1.2826 -1.0152  0.296
C2 -1.1927 0.5232 -0.1766  -0.830
N1 1.2093 -0.3197 0.5488  -0.215

Force components x, y, z for each atom (eV/Å):
O 0.080 0.708 -1.210
C 1.801 2.155 4.147
H -0.083 -0.221 -0.093
H 0.108 -0.263 0.007
H 0.091 -0.126 -0.013
O -0.777 -0.289 -0.167
O -0.815 -1.749 -3.404
H -0.183 0.292 0.031
H 3.127 0.246 0.392
C -0.803 -0.561 -1.189
N -2.545 -0.193 1.500

=====

Record 4
Below is a molecular structure, C24H30O3PdSiTe, with properties calculated with wB97M-V/def2-TZVPD.

Summary:
charge = -2
2S+1 = 1
M = 628.61 g/mol
relative energy (zero: lowest compared OMol25 entry of this formula, charge and spin) = 0.0 kcal per mole
Kohn-Sham gap = 0.181 Eh

Last column: Mulliken charge in e.
Element x y z (Å)
H1 1.5259 2.1778 2.0107  0.401
C1 2.2425 -1.9033 1.8108  0.065
H2 1.5784 -3.5701 2.9935  0.319
C2 3.3385 1.0424 2.0033  -0.342
H3 5.2031 0.0488 2.3594  0.268
H4 -3.7526 0.8019 -5.2435  0.314
C3 1.7750 -3.2024 1.9908  -0.645
H5 1.7126 2.8975 4.3668  0.360
C4 -4.0945 0.2871 1.3435  -0.434
H6 -4.6224 2.3908 -1.1144  0.299
C5 -1.0105 -0.9515 -1.6823  -0.058
H7 -4.8767 -0.0854 2.0160  0.341
C6 -1.2146 -1.2049 0.6600  -0.072
C7 -0.8342 1.8165 -3.8015  -0.407
H8 -3.1865 1.5426 2.8101  0.420
C8 -2.8941 0.6874 2.1901  -0.553
C9 -0.4999 -0.1206 -5.2328  -0.445
C10 1.8018 -3.5276 -0.3791  -0.533
C11 4.5652 1.0976 4.1148  -0.552
H9 3.6771 2.2194 5.7236  0.337
H10 -3.8604 0.7786 -1.1922  0.196
C12 -1.8519 -0.1481 -5.5606  -0.353
H11 -0.5340 -1.9139 -1.9112  0.223
H12 1.6193 -4.1512 -1.2487  0.333
H13 -2.8606 2.5095 -3.7127  0.366
C13 1.5555 -4.0270 0.8963  -0.398
C14 2.2517 -2.2255 -0.5432  -0.451
H14 5.4320 0.7983 4.6967  0.345
C15 -0.0010 0.8436 -4.3693  -0.298
H15 -1.6103 -0.6296 -2.5316  0.090
C16 -2.1889 1.7775 -4.1473  -0.226
C17 2.3745 1.8567 2.6085  -0.169
C18 4.4343 0.6807 2.7945  0.104
C19 -2.6924 0.8116 -5.0102  -0.471
H16 -3.8164 -0.5098 0.6466  0.226
Si1 3.0855 0.4510 0.1696  0.327
H17 -0.2210 -0.2102 -1.5024  -0.030
H18 1.1848 -5.0375 1.0310  0.326
H19 -0.0391 0.6108 0.5645  -0.723
H20 -3.0060 2.1164 -0.4142  0.269
H21 -0.2530 -0.0748 2.1888  0.315
H22 -1.9095 -1.7034 1.3449  0.440
C20 3.5837 1.8934 4.6929  -0.253
H23 2.3956 -1.8371 -1.5482  0.236
O1 -1.7904 1.0902 1.4238  -0.344
H24 4.5454 0.0660 -0.0838  -0.386
Pd1 1.7247 1.7379 -1.1406  -0.572
C21 -3.9896 1.6790 -0.5840  -0.487
C22 -0.7599 0.1268 1.2327  0.585
C23 2.4984 -1.3716 0.5415  0.318
Te1 -0.0775 3.2377 -2.4278  -0.416
H25 2.4075 -1.2845 2.6872  0.240
H26 0.1712 -0.8686 -5.6424  0.327
H27 -0.3303 -1.8474 0.5715  -0.220
O2 -1.8919 -1.0975 -0.5755  -0.436
O3 -4.6668 1.3693 0.6359  -0.464
C24 2.4842 2.2708 3.9315  -0.734
H28 -2.6349 -0.1417 2.8662  0.370
H29 1.0477 0.8401 -4.0945  0.376
H30 -2.2442 -0.9106 -6.2242  0.336

Force components x, y, z for each atom (eV/Å):
H 0.000 -0.005 -0.005
C 0.000 0.004 -0.003
H -0.001 0.000 0.000
C 0.002 -0.012 0.000
H -0.001 0.000 -0.001
H 0.000 -0.001 -0.001
C 0.002 -0.007 -0.001
H -0.001 0.000 0.001
C 0.002 -0.008 0.003
H 0.000 -0.001 0.002
C 0.039 -0.050 -0.004
H -0.001 0.001 0.001
C -0.001 0.001 0.015
C 0.006 -0.010 0.003
H 0.001 0.003 -0.002
C -0.006 0.002 0.002
C -0.004 0.004 0.001
C 0.007 0.000 0.000
C 0.004 -0.001 0.002
H 0.000 0.001 0.000
H -0.003 -0.004 -0.003
C -0.004 0.001 0.000
H 0.000 0.006 -0.007
H -0.001 0.002 -0.001
H 0.000 -0.003 -0.002
C -0.002 0.001 0.003
C 0.007 -0.001 -0.011
H 0.000 0.000 0.000
C 0.006 0.001 -0.003
H 0.001 0.003 -0.004
C 0.005 0.005 -0.005
C -0.002 0.004 -0.003
C 0.004 -0.001 0.001
C 0.006 0.000 -0.001
H 0.004 0.005 -0.001
Si 0.009 0.028 0.049
H -0.073 0.054 0.021
H -0.001 0.001 0.000
H 0.031 -0.020 0.010
H 0.005 0.001 0.003
H 0.001 -0.003 0.005
H -0.002 0.003 -0.001
C -0.006 0.001 -0.005
H -0.003 0.001 0.000
O -0.008 -0.001 -0.013
H -0.001 0.020 -0.027
Pd 0.032 -0.056 -0.023
C -0.001 -0.002 0.019
C -0.006 0.013 -0.013
C -0.026 0.013 0.009
Te -0.011 0.008 0.000
H -0.001 -0.001 -0.002
H 0.001 -0.001 0.000
H -0.004 -0.005 -0.005
O -0.002 0.005 -0.005
O -0.001 0.004 -0.006
C 0.006 0.000 0.004
H -0.004 0.000 0.000
H -0.003 -0.002 0.004
H -0.001 0.001 -0.001